Record 1
56
Properties=species:S:1:pos:R:3:mulliken_charge:R:1 method="wB97M-V/def2-TZVPD" smiles="CNC(=O)[C@H](Cc1ccccc1)NC(C)=O.CCOc1ccc(S(N)(=O)=O)cc1" e_above_lowest_kj_mol=375.10 e_lumo_ev=0.41 homo_ev=-9.244 orbital_gap_ev=9.657
C -3.101 -2.646 -4.791 -0.740
N -3.577 -2.499 -3.422 -0.116
C -3.104 -3.015 -2.283 0.113
O -3.661 -2.682 -1.245 -0.693
C -1.936 -4.030 -2.200 0.189
C -0.534 -3.406 -2.311 -0.821
C -0.316 -2.217 -1.393 0.224
C 0.105 -2.407 -0.063 -0.275
C 0.295 -1.298 0.783 -0.819
C 0.061 0.002 0.303 -0.071
C -0.359 0.193 -1.025 -0.765
C -0.548 -0.913 -1.870 -0.266
N -2.113 -5.300 -2.942 -0.095
C -1.788 -5.716 -4.170 0.606
C -0.650 -5.112 -4.971 -0.904
O -2.387 -6.668 -4.643 -0.664
H -3.702 -2.018 -5.451 0.387
H -3.206 -3.680 -5.123 0.237
H -2.064 -2.318 -4.862 0.191
H -4.371 -1.893 -3.280 0.282
H -1.982 -4.345 -1.156 0.327
H 0.215 -4.167 -2.087 0.605
H -0.370 -3.060 -3.328 0.202
H 0.278 -3.405 0.315 0.406
H 0.612 -1.446 1.805 0.401
H 0.196 0.853 0.955 0.385
H -0.542 1.190 -1.394 0.236
H -0.879 -0.758 -2.887 0.302
H -2.790 -5.920 -2.525 0.253
H -0.881 -4.098 -5.269 0.195
H -0.504 -5.713 -5.868 0.310
H 0.263 -5.141 -4.381 0.329
C 0.229 4.246 -0.819 -1.274
C 0.608 4.572 0.618 -0.335
O 1.208 3.416 1.220 -0.290
C 1.575 3.491 2.544 0.398
C 2.177 2.358 3.097 -0.248
C 2.577 2.329 4.436 -0.469
C 2.373 3.451 5.248 0.166
S 2.845 3.401 6.995 1.309
N 3.984 4.615 7.035 -0.594
O 1.757 3.838 7.869 -0.637
O 3.511 2.152 7.365 -0.647
C 1.760 4.589 4.714 -0.798
C 1.377 4.612 3.371 -0.462
H 1.108 3.911 -1.378 0.327
H -0.181 5.134 -1.311 0.437
H -0.528 3.457 -0.839 0.211
H 1.313 5.411 0.626 0.397
H -0.294 4.868 1.164 0.378
H 2.331 1.486 2.469 0.478
H 3.035 1.428 4.843 0.441
H 4.629 4.424 6.285 0.318
H 3.487 5.478 6.890 0.309
H 1.558 5.454 5.342 0.278
H 0.904 5.513 2.998 0.360

Record 2
52
Properties=species:S:1:pos:R:3:mulliken_charge:R:1 method="wB97M-V/def2-TZVPD" smiles="CCN1CCN([C@@H](c2cccs2)[C@H](C)NC(=O)c2ccccc2)CC1" e_above_lowest_kj_mol=164.25 e_lumo_ev=0.70 homo_ev=-8.541 orbital_gap_ev=9.242
C 0.264 5.126 -0.937 -1.291
C -0.166 4.134 0.138 -0.425
N 0.523 2.862 0.012 -0.034
C 0.423 2.064 1.217 -0.986
C 1.272 0.804 1.075 -0.524
N 0.782 0.024 -0.043 0.883
C 1.331 -1.327 -0.168 -0.883
C 2.824 -1.390 -0.078 -0.053
C 3.635 -1.392 1.017 -0.336
C 5.010 -1.394 0.695 -0.620
C 5.232 -1.386 -0.643 -0.548
S 3.764 -1.379 -1.536 -0.160
C 0.636 -2.256 0.857 -0.775
C 0.982 -3.719 0.596 -1.716
N -0.799 -2.038 0.786 -0.047
C -1.530 -2.207 -0.344 0.454
O -1.140 -2.799 -1.331 -0.658
C -2.911 -1.639 -0.256 0.153
C -3.142 -0.376 0.279 0.098
C -4.425 0.141 0.308 -0.710
C -5.485 -0.601 -0.187 -0.383
C -5.258 -1.854 -0.732 -0.571
C -3.974 -2.367 -0.777 -0.419
C 0.896 0.811 -1.255 -0.888
C 0.059 2.078 -1.117 -0.560
H -0.117 4.846 -1.915 0.331
H -0.116 6.116 -0.695 0.427
H 1.348 5.166 -0.982 0.331
H 0.096 4.548 1.116 0.410
H -1.264 4.005 0.111 0.281
H 0.790 2.652 2.062 0.507
H -0.625 1.775 1.425 0.195
H 1.197 0.215 1.992 0.349
H 2.323 1.106 0.937 0.333
H 1.027 -1.684 -1.158 1.132
H 3.273 -1.402 2.030 0.439
H 5.795 -1.401 1.431 0.406
H 6.167 -1.383 -1.166 0.480
H 0.945 -1.990 1.872 0.646
H 2.057 -3.864 0.662 0.396
H 0.493 -4.353 1.331 0.401
H 0.641 -4.004 -0.395 0.392
H -1.192 -1.436 1.490 0.359
H -2.313 0.218 0.639 0.216
H -4.600 1.126 0.716 0.406
H -6.487 -0.198 -0.156 0.384
H -6.082 -2.429 -1.127 0.391
H -3.778 -3.335 -1.211 0.455
H 0.520 0.221 -2.094 0.420
H 1.941 1.096 -1.461 0.340
H 0.163 2.669 -2.027 0.402
H -1.004 1.797 -1.000 0.168

Record 3
56
Properties=species:S:1:pos:R:3:mulliken_charge:R:1 method="wB97M-V/def2-TZVPD" e_above_lowest_kj_mol=0.00 charge=-1 e_lumo_ev=1.16 homo_ev=-2.437 orbital_gap_ev=3.597
C 0.170 -0.608 6.776 -0.604
O 0.704 -1.045 5.509 -0.311
C 0.777 -0.042 4.605 0.587
N 1.315 -0.617 3.402 -0.545
N 1.492 0.201 2.450 0.286
C 2.025 -0.260 1.290 0.189
C 2.345 -1.704 1.085 -1.203
C 2.205 0.747 0.323 -0.040
C 3.013 0.592 -0.879 1.095
O 3.360 -0.537 -1.295 -0.778
N 3.408 1.699 -1.617 0.292
C 4.249 1.526 -2.778 -1.098
C 3.283 3.081 -1.191 -1.059
O 0.443 1.111 4.796 -0.537
H 0.110 -1.510 7.381 0.212
H 0.836 0.127 7.246 0.272
H -0.824 -0.161 6.651 0.266
H 2.968 -1.814 0.191 0.356
H 2.860 -2.123 1.958 0.373
H 1.425 -2.281 0.925 0.267
H 1.840 1.734 0.609 -0.045
H 4.408 0.466 -2.976 0.317
H 3.769 1.991 -3.650 0.291
H 5.216 2.025 -2.628 0.331
H 2.568 3.188 -0.371 0.305
H 4.259 3.476 -0.862 0.317
H 2.936 3.692 -2.038 0.367
C -3.690 1.218 2.457 -1.072
C -3.105 2.051 1.349 -0.295
O -2.235 1.189 0.551 -0.164
C -1.244 1.824 -0.087 0.355
C -0.770 1.107 -1.320 0.839
C 0.058 1.874 -2.267 -1.439
N -1.277 -0.076 -1.532 -0.231
C -1.104 -0.853 -2.561 -0.841
C -1.825 -2.096 -2.706 0.942
C -1.751 -2.855 -3.900 -0.538
C -2.494 -4.021 -4.038 -0.411
C -3.312 -4.467 -2.986 -0.438
C -3.376 -3.731 -1.791 -0.383
C -2.644 -2.550 -1.652 -0.599
O -0.752 2.891 0.260 -0.789
H -4.537 1.745 2.903 0.383
H -4.036 0.245 2.096 0.275
H -2.941 1.067 3.241 0.197
H -3.889 2.433 0.681 0.290
H -2.514 2.886 1.737 0.298
H 0.280 2.839 -1.800 0.251
H 0.995 1.338 -2.473 0.162
H -0.456 2.045 -3.229 0.448
H -0.406 -0.569 -3.368 0.095
H -1.106 -2.491 -4.702 0.308
H -2.441 -4.590 -4.968 0.331
H -3.896 -5.383 -3.100 0.317
H -4.000 -4.075 -0.966 0.344
H -2.688 -1.948 -0.744 0.463

Record 4
56
Properties=species:S:1:pos:R:3:mulliken_charge:R:1 method="wB97M-V/def2-TZVPD" e_above_lowest_kj_mol=132.82 e_lumo_ev=0.56 homo_ev=-8.100 orbital_gap_ev=8.662
C 1.392 -3.189 -3.071 -1.269
C 1.344 -1.768 -3.540 0.258
C 0.705 -0.804 -2.839 0.053
C 0.682 0.567 -3.322 0.355
N 0.183 1.650 -2.870 -0.803
C -0.599 1.682 -1.643 0.095
C -1.855 0.803 -1.692 -0.591
C -2.637 0.864 -0.383 -1.341
C -1.758 0.512 0.811 1.674
C -0.582 1.489 0.873 -0.545
C 0.257 1.420 -0.396 -0.516
C -2.574 0.531 2.100 -1.965
N -1.803 -0.038 3.196 0.202
C -1.377 0.766 4.207 0.523
O -1.645 1.954 4.270 -0.630
C -0.527 0.136 5.258 0.629
C -0.877 -0.621 6.318 -0.537
O 0.198 -0.906 7.060 -0.204
N 1.305 -0.307 6.488 -0.638
C 0.879 0.312 5.425 0.636
C 1.808 1.077 4.540 -1.139
C -1.333 -1.389 2.929 -0.848
C -0.550 -1.395 1.625 -0.352
O -1.303 -0.834 0.568 -0.365
N 1.385 0.687 -4.532 -0.051
C 1.993 -0.337 -5.170 0.401
C 2.671 0.047 -6.460 -0.556
O 3.321 -1.062 -7.018 -0.474
N 2.002 -1.547 -4.736 -0.561
H 0.858 -3.321 -2.131 0.310
H 0.957 -3.839 -3.830 0.311
H 2.431 -3.498 -2.946 0.310
H 0.217 -1.053 -1.910 0.157
H -0.954 2.715 -1.550 0.364
H -2.483 1.142 -2.518 0.369
H -1.601 -0.235 -1.898 0.194
H -3.039 1.869 -0.223 0.345
H -3.483 0.173 -0.416 0.497
H -0.997 2.493 1.002 0.563
H 0.033 1.305 1.757 -0.274
H 0.737 0.442 -0.462 -0.030
H 1.058 2.161 -0.364 0.400
H -2.854 1.548 2.366 0.496
H -3.476 -0.071 1.962 0.361
H -1.817 -1.019 6.662 0.505
H 1.249 1.794 3.939 0.286
H 2.537 1.621 5.137 0.417
H 2.350 0.405 3.874 0.253
H -0.708 -1.741 3.745 0.514
H -2.201 -2.050 2.844 0.261
H 0.398 -0.860 1.760 0.204
H -0.325 -2.421 1.330 0.460
H 1.408 1.623 -4.911 0.315
H 1.901 0.449 -7.131 0.319
H 3.374 0.861 -6.237 0.329
H 3.723 -0.792 -7.849 0.322